[1]
Density functional theory data (ωB97M-V/def2-TZVPD) for a molecular structure, C49H61Cl3CsN4O5S2 in a non-equilibrium geometry.

```
125
Properties=species:S:1:pos:R:3:mulliken_charge:R:1
Cs -0.25 -0.80 0.19 1.25
C -5.30 4.14 -3.04 -1.94
C -5.51 2.78 -3.72 2.11
C -5.48 2.99 -5.24 -1.68
C -6.90 2.26 -3.30 -1.67
C -4.45 1.77 -3.31 -0.91
C -3.43 2.05 -2.46 0.36
C -2.44 1.08 -2.14 -1.87
N -1.42 1.31 -1.30 -0.39
C -1.40 2.16 -0.29 0.02
C -2.57 2.73 0.33 -0.15
C -2.49 3.46 1.46 -0.97
C -1.19 3.71 2.02 0.17
C -0.04 3.19 1.55 -0.27
C -0.09 2.32 0.37 0.19
O 0.91 1.71 -0.04 -1.11
C 1.30 3.39 2.26 2.66
C 2.32 4.02 1.30 -1.99
C 1.17 4.32 3.47 -2.37
C 1.83 2.04 2.77 -1.39
C -3.72 3.95 2.22 2.16
C -3.66 5.48 2.35 -1.76
C -3.72 3.33 3.63 -1.69
C -5.02 3.58 1.53 -2.20
C -2.43 -0.24 -2.79 1.42
O -1.56 -1.09 -2.51 -0.87
C -3.55 -0.52 -3.68 0.01
C -4.49 0.46 -3.88 -0.26
C -3.77 -1.86 -4.40 2.06
C -2.62 -2.88 -4.28 -1.97
C -5.03 -2.52 -3.82 -1.65
C -3.98 -1.61 -5.91 -1.74
H -6.09 4.82 -3.34 0.49
H -4.34 4.58 -3.33 0.38
H -5.33 4.05 -1.96 0.17
H -6.24 3.72 -5.54 0.45
H -5.67 2.06 -5.78 0.31
H -4.51 3.36 -5.55 0.37
H -7.68 2.96 -3.60 0.49
H -6.94 2.12 -2.22 0.31
H -7.12 1.30 -3.77 0.29
H -3.30 3.04 -2.05 1.06
H -3.53 2.44 -0.08 0.99
H -1.16 4.32 2.91 0.37
H 1.99 5.01 0.97 0.41
H 2.47 3.39 0.42 0.34
H 3.28 4.15 1.81 0.41
H 0.79 5.31 3.19 0.45
H 2.15 4.46 3.92 0.45
H 0.51 3.89 4.23 0.40
H 2.10 1.41 1.93 0.21
H 1.07 1.52 3.36 0.11
H 2.71 2.21 3.39 0.61
H -2.76 5.82 2.86 0.30
H -4.52 5.85 2.92 0.47
H -3.68 5.95 1.36 0.34
H -2.84 3.62 4.20 0.32
H -3.72 2.24 3.56 0.36
H -4.61 3.64 4.18 0.46
H -5.08 4.00 0.52 0.27
H -5.87 3.96 2.10 0.50
H -5.13 2.49 1.45 0.40
H -5.32 0.23 -4.53 0.28
H -2.46 -3.18 -3.25 0.35
H -1.68 -2.48 -4.66 0.38
H -2.89 -3.76 -4.87 0.51
H -4.90 -2.72 -2.76 0.33
H -5.22 -3.48 -4.33 0.46
H -5.91 -1.89 -3.95 0.32
H -3.10 -1.12 -6.33 0.36
H -4.85 -0.99 -6.11 0.36
H -4.12 -2.57 -6.42 0.47
S -1.11 -0.66 3.33 -0.33
C -0.37 -2.20 3.50 -0.21
C -0.11 -2.72 4.80 -0.60
C 0.44 -3.96 4.96 -0.39
C 0.74 -4.73 3.83 -0.64
C 0.48 -4.16 2.60 -0.61
N -0.03 -2.94 2.41 0.04
H -0.37 -2.10 5.65 0.39
H 0.63 -4.35 5.96 0.36
H 1.15 -5.73 3.90 0.46
H 0.69 -4.72 1.69 0.68
O 1.09 -1.55 -3.36 -0.80
H 1.31 -2.27 -2.74 0.48
H 0.16 -1.32 -3.16 0.57
O 2.63 0.40 -1.93 -0.62
H 1.96 0.90 -1.43 0.36
H 2.12 -0.21 -2.50 0.37
Cl 9.68 -3.05 -1.69 -0.25
C 8.26 -3.12 -0.68 0.30
C 8.21 -4.03 0.36 -0.97
C 7.07 -4.06 1.15 -0.66
C 5.99 -3.21 0.92 0.04
C 4.78 -3.32 1.82 0.88
C 3.91 -4.52 1.48 -1.20
N 3.32 -4.41 0.16 0.79
C 3.68 -5.07 -0.99 -0.07
C 2.90 -4.54 -1.98 -1.10
N 2.10 -3.55 -1.47 -0.39
C 2.39 -3.49 -0.19 -0.45
O 5.19 -3.48 3.17 -0.45
C 4.94 -2.33 3.97 -0.94
C 5.53 -1.09 3.36 -0.84
C 6.87 -0.87 3.19 1.00
Cl 8.14 -1.88 3.74 -0.21
S 7.20 0.59 2.34 -0.26
C 5.52 0.93 2.21 -0.40
C 4.76 -0.04 2.78 -0.25
C 6.07 -2.31 -0.14 1.01
Cl 4.78 -1.23 -0.52 0.20
C 7.21 -2.26 -0.94 -0.91
H 9.04 -4.68 0.56 0.44
H 7.02 -4.73 1.99 0.45
H 4.17 -2.42 1.71 0.14
H 3.11 -4.58 2.23 -0.28
H 4.49 -5.44 1.53 0.32
H 4.42 -5.85 -1.00 0.46
H 2.88 -4.80 -3.02 0.44
H 2.03 -2.79 0.55 0.27
H 5.39 -2.55 4.94 0.45
H 3.86 -2.19 4.10 0.26
H 5.18 1.81 1.68 0.50
H 3.68 -0.01 2.80 0.84
H 7.26 -1.56 -1.76 0.52
```

Output
HOMO level (alpha / beta)	-4.4903 / -4.4905	eV
Kohn-Sham gap (alpha / beta)	0.203 / 0.203	Eh
energy above the lowest of the compared OMol25 structures with the same formula, charge and spin	2.9	kcal per mole
charge	-1

***

[2]
Density functional theory data (ωB97M-V/def2-TZVPD) for a molecular structure, C49H62AsN6OTi in a non-equilibrium geometry.

```
120
Properties=species:S:1:pos:R:3:mulliken_charge:R:1
Ti -1.71 -0.01 -1.25 -2.06
C -2.96 -4.18 -1.89 -1.79
C -2.66 -2.79 -1.44 0.86
N -2.22 -1.84 -2.22 0.96
C -1.89 -2.12 -3.60 -1.15
C -0.80 -1.14 -4.07 -0.88
N -0.90 0.16 -3.38 -0.16
C -1.53 1.19 -4.22 -0.57
C -3.01 0.87 -4.44 -1.11
N -3.68 0.61 -3.17 -0.01
C -4.38 1.75 -2.58 -1.50
C -3.53 2.38 -1.46 -0.14
N -3.11 1.30 -0.61 0.92
C -3.67 1.04 0.55 1.38
C -4.66 1.88 1.29 -2.38
C -3.39 -0.30 1.01 0.03
C -3.98 -0.97 2.07 -0.89
C -3.99 -2.36 2.08 -1.34
C -3.56 -3.04 0.94 -0.58
C -2.95 -2.33 -0.09 0.24
N -2.68 -1.00 0.06 1.15
H -3.71 -4.16 -2.68 0.40
H -3.33 -4.80 -1.09 0.38
H -2.07 -4.66 -2.31 0.42
H -2.80 -2.03 -4.22 0.45
H -1.52 -3.14 -3.74 0.75
H -0.86 -1.01 -5.16 0.47
H 0.17 -1.59 -3.84 0.24
H 0.05 0.49 -3.21 -0.04
H -1.04 1.25 -5.20 0.53
H -1.41 2.16 -3.72 0.28
H -3.08 -0.01 -5.08 0.36
H -3.47 1.70 -4.99 0.53
H -4.36 -0.14 -3.30 0.27
H -5.31 1.40 -2.13 0.42
H -4.64 2.51 -3.34 0.47
H -4.12 3.14 -0.95 0.74
H -2.65 2.86 -1.90 -0.19
H -4.73 2.89 0.90 0.45
H -4.40 1.95 2.35 0.53
H -5.65 1.43 1.23 0.43
H -4.48 -0.43 2.86 0.60
H -4.42 -2.91 2.90 0.53
H -3.74 -4.10 0.85 0.48
C -1.01 4.30 6.17 -1.62
C -0.89 3.41 4.98 0.50
C -1.38 3.77 3.74 -0.91
C -1.21 2.97 2.61 0.66
C -1.73 3.55 1.32 -0.87
C -0.53 1.76 2.71 0.27
As 0.03 0.46 1.26 1.64
N -0.42 1.10 -0.42 0.81
C 0.53 1.63 -1.28 0.75
C 0.25 2.81 -1.99 -0.05
C 1.17 3.36 -2.87 -1.11
C 2.41 2.76 -3.04 -1.15
C 2.71 1.61 -2.32 -0.79
C 1.79 1.05 -1.46 0.49
C 2.00 0.95 1.39 -0.13
C 2.45 2.26 1.20 0.26
C 1.54 3.44 1.11 -0.85
C 3.81 2.53 1.13 -1.02
C 4.77 1.53 1.23 0.55
C 6.23 1.83 1.12 -1.63
C 4.32 0.24 1.47 -0.85
C 2.97 -0.06 1.56 1.48
C 2.62 -1.49 1.86 -1.48
C -0.09 1.35 3.99 0.14
C 0.63 0.05 4.20 -1.36
C -0.26 2.18 5.08 -0.75
H -1.65 5.15 5.96 0.38
H -0.02 4.67 6.44 0.32
H -1.40 3.76 7.03 0.39
H -1.90 4.71 3.63 0.42
H -1.22 4.49 1.11 0.73
H -2.79 3.78 1.43 0.68
H -1.59 2.86 0.50 -1.05
H -0.68 3.34 -1.80 0.44
H 0.92 4.26 -3.40 0.53
H 3.14 3.20 -3.70 0.47
H 3.68 1.15 -2.42 0.49
H 2.06 0.17 -0.89 -0.54
H 0.62 3.19 0.58 -0.64
H 2.03 4.26 0.58 0.61
H 1.28 3.78 2.11 0.37
H 4.13 3.55 0.99 0.44
H 6.40 2.88 0.91 0.40
H 6.67 1.24 0.31 0.34
H 6.74 1.56 2.04 0.36
H 5.03 -0.56 1.59 0.53
H 3.21 -2.16 1.24 0.36
H 1.56 -1.67 1.71 -0.54
H 2.87 -1.71 2.90 0.66
H 0.15 -0.76 3.66 0.10
H 0.67 -0.19 5.26 0.53
H 1.66 0.15 3.84 0.14
H 0.13 1.86 6.04 0.45
C 4.37 -6.14 0.76 -1.70
C 3.51 -5.07 0.19 0.60
C 3.99 -4.20 -0.79 -1.25
C 3.21 -3.20 -1.33 0.88
C 3.84 -2.29 -2.33 -1.41
C 1.87 -3.03 -0.87 0.30
C 1.08 -1.97 -1.40 -0.96
O -0.01 -1.53 -0.99 1.96
C 1.38 -3.92 0.13 1.29
C -0.02 -3.81 0.63 -0.78
C 2.20 -4.91 0.62 -1.00
H 5.41 -6.02 0.47 0.40
H 4.03 -7.12 0.41 0.36
H 4.31 -6.15 1.85 0.39
H 5.01 -4.32 -1.13 0.43
H 4.79 -2.71 -2.65 0.50
H 4.04 -1.31 -1.88 0.12
H 3.23 -2.14 -3.21 0.30
H 1.52 -1.50 -2.29 -0.21
H -0.17 -2.87 1.18 -0.02
H -0.25 -4.64 1.29 0.65
H -0.72 -3.81 -0.20 -0.22
H 1.81 -5.58 1.38 0.50
```

Output
expectation value of S²	0.78
HOMO level (alpha / beta)	-11.7547 / -12.2269	eV
Kohn-Sham gap (alpha / beta)	0.219 / 0.211	Eh
energy above the lowest of the compared OMol25 structures with the same formula, charge and spin	40.5	kcal per mole
spin multiplicity	2
charge	+2

***

[3]
Density functional theory data (ωB97M-V/def2-TZVPD) for 6 unconnected molecules or ions with the total composition C49H66N14O12PS in a non-equilibrium geometry.

```
143
Properties=species:S:1:pos:R:3:mulliken_charge:R:1
C -0.92 -2.86 5.96 -1.40
C -1.32 -1.97 4.83 1.11
C -0.70 -0.72 4.68 -1.19
C -1.08 0.13 3.64 -0.82
C -2.08 -0.25 2.74 0.96
C -2.50 0.73 1.68 -0.88
N -2.75 0.10 0.38 0.88
C -1.67 -0.76 -0.11 -0.76
C -0.29 -0.11 0.01 -1.57
C -0.23 1.28 -0.65 0.82
C 0.40 1.24 -2.04 -1.66
N 0.90 2.55 -2.51 -0.39
C -3.85 0.30 -0.27 -2.24
N -4.75 1.21 0.24 1.06
C -4.54 2.64 -0.15 -0.43
C -4.39 3.55 1.09 -0.63
C -4.97 4.97 0.91 -0.64
N -3.94 5.99 1.05 -0.55
P -6.39 0.70 0.43 0.48
N -6.64 -0.54 1.31 -0.80
N -4.06 -0.43 -1.46 0.98
C -4.64 0.30 -2.60 -1.93
C -3.59 0.90 -3.53 1.54
N -2.89 2.04 -2.88 -0.31
N -2.67 -0.11 -3.97 -0.69
N -4.38 1.33 -4.69 -0.73
S -4.65 -2.01 -1.24 1.37
C -3.78 -2.96 -2.46 -1.08
O -6.03 -2.06 -1.56 -0.66
O -4.23 -2.44 0.05 -0.54
C -2.70 -1.50 2.88 -0.35
C -2.31 -2.35 3.91 -1.08
H -1.76 -3.04 6.63 0.35
H -0.52 -3.81 5.61 0.32
H -0.15 -2.39 6.56 0.37
H 0.06 -0.40 5.37 0.35
H -0.61 1.10 3.55 0.47
H -1.76 1.51 1.57 0.14
H -3.41 1.21 2.02 0.71
H -1.66 -1.69 0.45 0.48
H -1.82 -1.02 -1.15 0.29
H 0.05 -0.11 1.04 0.39
H 0.37 -0.78 -0.52 0.77
H 0.38 1.94 -0.03 0.54
H -1.23 1.69 -0.73 -0.25
H -0.32 0.87 -2.76 -0.08
H 1.25 0.56 -2.03 0.64
H 0.39 3.27 -2.02 0.28
H 1.85 2.62 -2.15 0.28
H -3.61 2.68 -0.69 -0.32
H -5.36 3.01 -0.75 0.78
H -4.80 3.05 1.97 0.45
H -3.33 3.68 1.28 0.21
H -5.73 5.12 1.68 0.26
H -5.44 5.04 -0.07 0.42
H -4.01 6.48 1.93 0.22
H -3.93 6.65 0.29 0.21
H -6.97 1.86 0.96 0.10
H -6.94 0.55 -0.86 0.00
H -5.81 -0.99 1.68 0.34
H -5.37 1.04 -2.31 0.39
H -5.16 -0.43 -3.22 0.63
H -1.92 2.08 -3.18 0.06
H -3.30 2.90 -3.22 0.27
H -1.78 0.29 -4.26 0.42
H -2.45 -0.77 -3.24 -0.08
H -5.22 1.81 -4.42 0.25
H -3.83 1.93 -5.29 0.30
H -3.88 -3.98 -2.10 0.51
H -4.28 -2.85 -3.42 0.37
H -2.74 -2.66 -2.50 0.37
H -3.48 -1.79 2.19 0.42
H -2.77 -3.31 4.02 0.46
C 4.93 5.24 -4.87 -0.71
C 3.88 4.77 -4.09 -0.29
C 2.59 4.78 -4.59 -0.17
C 2.37 5.26 -5.86 -0.01
C 3.39 5.74 -6.65 -0.60
C 4.69 5.73 -6.15 -0.47
N 0.99 5.25 -6.39 1.00
O 0.11 4.83 -5.66 -0.63
O 0.82 5.64 -7.52 -0.60
H 5.94 5.22 -4.49 0.49
H 4.08 4.38 -3.10 0.35
H 1.77 4.40 -3.99 0.48
H 3.19 6.11 -7.65 0.50
H 5.50 6.09 -6.76 0.62
C 3.77 -0.60 -6.74 -0.48
C 3.51 0.70 -6.33 -0.52
C 4.51 1.46 -5.74 0.18
C 5.76 0.89 -5.58 -0.14
C 6.04 -0.41 -5.98 -0.47
C 5.03 -1.15 -6.56 -0.45
N 6.84 1.69 -4.97 0.99
O 6.55 2.82 -4.61 -0.59
O 7.93 1.19 -4.88 -0.60
H 2.99 -1.18 -7.21 0.40
H 2.53 1.14 -6.47 0.48
H 4.32 2.47 -5.42 0.36
H 7.02 -0.83 -5.84 0.47
H 5.23 -2.16 -6.89 0.39
C 2.27 -9.07 6.86 -0.39
C 0.93 -8.70 6.77 -0.46
C 0.50 -7.50 7.30 -0.27
C 1.42 -6.68 7.93 0.04
C 2.76 -7.03 8.03 -0.44
C 3.18 -8.23 7.49 -0.47
N 0.98 -5.40 8.49 1.06
O -0.20 -5.12 8.39 -0.61
O 1.81 -4.69 9.01 -0.61
H 2.60 -10.01 6.43 0.39
H 0.23 -9.35 6.27 0.48
H -0.54 -7.21 7.24 0.44
H 3.46 -6.38 8.53 0.48
H 4.22 -8.52 7.57 0.39
C -2.78 -11.58 9.70 -0.43
C -2.27 -12.28 10.78 -0.42
C -0.90 -12.46 10.92 -0.44
C -0.07 -11.93 9.95 0.04
C -0.55 -11.24 8.86 -0.12
C -1.92 -11.07 8.73 -0.35
N 1.39 -12.10 10.10 1.01
O 1.78 -12.73 11.06 -0.60
O 2.11 -11.59 9.26 -0.60
H -3.85 -11.45 9.60 0.38
H -2.94 -12.68 11.53 0.38
H -0.49 -13.00 11.76 0.45
H 0.11 -10.84 8.11 0.29
H -2.32 -10.53 7.89 0.38
C 5.13 12.17 -5.46 -0.41
C 5.02 11.95 -6.83 -0.43
C 5.53 10.79 -7.39 -0.43
C 6.13 9.86 -6.57 0.17
C 6.25 10.06 -5.20 -0.30
C 5.74 11.22 -4.65 -0.47
N 6.66 8.62 -7.16 1.07
O 6.56 8.48 -8.36 -0.61
O 7.15 7.80 -6.41 -0.62
H 4.73 13.07 -5.02 0.38
H 4.55 12.69 -7.46 0.38
H 5.46 10.62 -8.46 0.46
H 6.73 9.32 -4.58 0.45
H 5.82 11.39 -3.58 0.37
```

Output
HOMO level	-11.2307	eV
Kohn-Sham gap	0.290	Eh
charge	+1